Formula: C2H5FO
Source: the Open Molecules 2025 dataset
Level of theory: wB97M-V/def2-TZVPD

Structure (XYZ):
```
9
C2H5FO, DFT wB97M-V/def2-TZVPD
C -0.1125 0.6994 -2.0934
C 0.2225 -0.1959 2.0395
O -0.3173 -0.0697 -3.1087
F 1.3449 -0.6607 2.7038
H -0.3058 0.1125 -1.1798
H 0.3394 0.4828 1.2642
H -0.4464 0.1477 2.7609
H -0.3821 -0.9084 1.5438
H -0.3427 0.3922 -3.9303
```

The LUMO energy is 0.0218 hartree. The orbital gap comes out at 9.38 eV. The spin multiplicity is 1. For the energy above the lowest of the compared OMol25 structures with the same formula, charge and spin, the calculation gives 3.603 eV. As for the total energy: -6916.007 eV.



Formula: C5H6Cl2O
Source: the Open Molecules 2025 dataset
Level of theory: wB97M-V/def2-TZVPD

Structure (XYZ):
```
14
C5H6Cl2O, DFT wB97M-V/def2-TZVPD
C 0.6053 -1.3730 -0.8920
C -2.3250 1.4727 0.9658
C 1.4721 -0.1167 -1.0298
C -1.3543 0.7073 0.2233
C 1.4726 -0.9154 0.2535
O -1.2787 1.9865 0.0426
Cl 2.8134 -1.8688 0.7970
Cl 0.3913 -0.2757 1.5626
H -0.4482 -1.1988 -0.6529
H 0.8157 -2.3868 -1.4224
H -3.3282 1.5632 0.6789
H -2.2753 1.7856 2.0014
H 2.4607 -0.1853 -1.6601
H 0.9788 0.8052 -0.8679
```

The LUMO energy is 0.0301 hartree. The orbital gap comes out at 9.71 eV. The spin multiplicity is 1. For the energy above the lowest of the compared OMol25 structures with the same formula, charge and spin, the calculation gives 5.174 eV. As for the total energy: -32368.952 eV.



Formula: C5H6N2O2
Source: the Open Molecules 2025 dataset
Level of theory: wB97M-V/def2-TZVPD

Structure (XYZ):
```
15
C5H6N2O2, DFT wB97M-V/def2-TZVPD
C 1.1779 1.7747 0.1281
C 2.9430 -0.6939 -0.0727
C -0.3184 1.4998 -0.2947
C -0.4406 -0.0620 -0.1082
C 0.8153 -0.4129 0.7056
N 1.8171 -1.2828 0.1006
N 1.6559 0.7671 0.8561
O 1.7121 2.8048 -0.1601
O 4.0484 -0.6532 -0.3862
H -1.0519 1.8548 0.3649
H -0.6649 1.8027 -1.1923
H -1.3943 -0.3499 0.3941
H -0.6783 -0.3782 -1.1316
H 0.6476 -0.9558 1.5926
H 1.8698 -2.2997 -0.1681
```

The LUMO energy is -0.0061 hartree. The orbital gap comes out at 8.72 eV. The spin multiplicity is 1. For the energy above the lowest of the compared OMol25 structures with the same formula, charge and spin, the calculation gives 2.720 eV. As for the total energy: -12354.901 eV.



Formula: C18H25BFeN8O3
Source: the Open Molecules 2025 dataset
Level of theory: wB97M-V/def2-TZVPD

Structure (XYZ):
```
56
C18H25BFeN8O3, DFT wB97M-V/def2-TZVPD
C 0.6786 2.4846 -1.0502
N 0.8094 1.2748 -1.6597
N 1.0593 1.5207 -3.0151
C 0.9280 2.8395 -3.2516
C 0.7082 3.4834 -2.0189
B 1.3162 0.2989 -3.9251
N 2.3408 -0.5777 -3.1227
N 2.0759 -0.8498 -1.7640
C 3.0455 -1.7035 -1.3469
C 3.8852 -2.0120 -2.4178
C 3.4027 -1.3047 -3.5181
Fe 0.4227 -0.3374 -0.9564
N 0.0085 -0.5283 -3.8042
N -0.3663 -0.9384 -2.5089
C -1.4257 -1.7763 -2.6636
C -1.8000 -1.8049 -4.0108
C -0.8707 -1.0119 -4.6928
H -1.8647 -2.2658 -1.8108
H -0.7694 -0.7588 -5.7444
H -2.6472 -2.3336 -4.3992
H 1.6465 0.5454 -5.0463
H 3.7335 -1.2552 -4.5474
H 1.0401 3.2198 -4.2583
H 4.7340 -2.6694 -2.3798
H 0.6118 4.5357 -1.8225
H 3.0754 -2.0400 -0.3202
H 0.5704 2.5360 0.0271
H 0.2611 -2.9749 0.0278
C 0.8324 -3.1012 0.9593
H 1.5116 -3.9443 0.8331
H 1.4347 -2.2126 1.2014
H 0.1475 -3.2680 1.7930
C -2.0499 2.8979 2.8524
C -1.3295 1.8834 3.7208
C -1.2443 0.4669 3.1047
C -0.6359 -0.5353 4.1182
C 0.6971 -0.1515 4.7380
C -2.6565 -0.0269 2.7766
O -3.4794 -0.3477 3.6209
N -2.9986 -0.0206 1.4400
C -2.1486 0.0723 0.3368
O -2.6243 0.2100 -0.7867
N -0.7921 -0.0353 0.6246
C -0.3756 0.5149 1.8156
O 0.7291 1.0804 1.8805
H -1.5471 3.0303 1.8862
H -3.0997 2.6273 2.6807
H -2.0427 3.8629 3.3688
H -0.2961 2.1940 3.9102
H -1.8342 1.7869 4.6954
H -1.3699 -0.7050 4.9214
H -0.5453 -1.4953 3.5870
H 0.6230 0.7584 5.3445
H 1.0091 -0.9725 5.3920
H 1.4516 0.0020 3.9604
H -3.9760 -0.1675 1.2250
```

The LUMO energy (spin up / spin down) is -0.3528 / -0.4309 hartree. Its expectation value of S² is 6.15. The orbital gap (spin up / spin down) comes out at 5.41 / 3.29 eV. As for the charge: +2. The spin multiplicity is 5. As for the total energy: -72182.055 eV.